(1)
This record from OMol25 describes a molecular structure, C18H26NO. The level of theory is wB97M-V/def2-TZVPD.

Last column: Löwdin charge in e.
CARTESIAN COORDINATES (ANGSTROEM)
1 C -2.886 1.138 1.371  -0.03
2 O -1.671 0.361 1.336  -0.16
3 C -0.479 1.004 0.966  -0.10
4 C 0.196 1.517 2.211  -0.18
5 C 0.791 2.789 2.162  -0.02
6 C 1.261 3.390 3.332  -0.05
7 C 1.135 2.732 4.562  -0.04
8 C 0.550 1.459 4.609  -0.05
9 C 0.096 0.843 3.444  0.00
10 H -3.662 0.427 1.676  0.11
11 H -2.833 1.962 2.101  0.11
12 H -3.138 1.544 0.375  0.10
13 H -0.676 1.870 0.290  0.16
14 H 0.844 3.294 1.194  0.13
15 H 1.715 4.380 3.280  0.12
16 H 1.485 3.209 5.478  0.12
17 H 0.435 0.940 5.562  0.12
18 H -0.392 -0.133 3.466  0.13
19 C 3.268 -1.136 -0.565  -0.17
20 C 2.743 -2.440 -1.155  -0.18
21 C 1.408 -2.274 -1.883  -0.10
22 C 0.512 -1.179 -1.319  -0.16
23 N -0.656 -1.049 -2.018  -0.08
24 C -1.030 -1.911 -3.117  -0.15
25 C -2.411 -1.426 -3.584  -0.14
26 C -2.705 -0.135 -2.818  -0.14
27 C -1.616 -0.022 -1.740  -0.15
28 C 0.856 -0.400 -0.251  0.01
29 C 2.212 -0.466 0.338  -0.17
30 H 4.182 -1.327 0.007  0.12
31 H 3.522 -0.452 -1.383  0.12
32 H 3.479 -2.854 -1.855  0.12
33 H 2.616 -3.176 -0.353  0.12
34 H 1.629 -2.067 -2.945  0.13
35 H 0.893 -3.249 -1.863  0.13
36 H -0.306 -1.850 -3.948  0.12
37 H -1.070 -2.970 -2.812  0.13
38 H -2.410 -1.260 -4.663  0.11
39 H -3.157 -2.191 -3.352  0.11
40 H -2.643 0.741 -3.470  0.11
41 H -3.692 -0.148 -2.350  0.11
42 H -2.076 -0.172 -0.755  0.11
43 H -1.161 0.984 -1.741  0.13
44 H 0.098 0.205 0.288  0.03
45 H 2.176 -1.037 1.282  0.13
46 H 2.569 0.538 0.611  0.12

Forces on atoms 1 to 2 (eV/Å):
C -0.150 0.178 -0.364
O 1.538 -0.233 -0.650

Results
Kohn-Sham gap = 6.367 eV
HOMO energy = -0.412 Eh
Energy above the lowest of the compared OMol25 structures with the same formula, charge and spin = 218.7 kJ/mol
Charge = +1
Calculated total energy = -831.0964 Ha
Lowest unoccupied orbital energy = -4.834 eV

(2)
This record from OMol25 describes a gas-phase ion, C2H2NOS2 (charge -1). The level of theory is wB97M-V/def2-TZVPD.

Last column: Löwdin charge in e.
CARTESIAN COORDINATES (ANGSTROEM)
1 C -0.637 -0.083 -0.272  -0.34
2 C 0.362 -0.938 -0.582  -0.57
3 N -0.478 1.085 0.389  -0.48
4 O -1.336 1.577 1.181  -0.27
5 S 1.841 -0.836 0.373  0.29
6 S 1.511 1.064 1.021  0.25
7 H -1.612 -0.207 -0.732  0.11
8 H 0.348 -1.662 -1.377  0.02

Forces on atoms 1 to 2 (eV/Å):
C 0.014 -0.876 -0.713
C 0.352 0.102 0.443

Results
Kohn-Sham gap = 5.605 eV
Structure (SMILES) = [O-]N1C=CSS1
HOMO energy = -0.072 Eh
Energy above the lowest of the compared OMol25 structures with the same formula, charge and spin = 386.1 kJ/mol
Charge = -1
Calculated total energy = -1003.7037 Ha
Lowest unoccupied orbital energy = 3.652 eV

> The highest charge belongs to which entry?

C18H26NO

> The highest HOMO energy belongs to which entry?

C2H2NOS2

> Which value of calculated total energy does entry 1 give?

-831.0964 Ha

Please write out number 1 again, unchanged.
This record from OMol25 describes a molecular structure, C18H26NO. The level of theory is wB97M-V/def2-TZVPD.

Last column: Löwdin charge in e.
CARTESIAN COORDINATES (ANGSTROEM)
1 C -2.886 1.138 1.371  -0.03
2 O -1.671 0.361 1.336  -0.16
3 C -0.479 1.004 0.966  -0.10
4 C 0.196 1.517 2.211  -0.18
5 C 0.791 2.789 2.162  -0.02
6 C 1.261 3.390 3.332  -0.05
7 C 1.135 2.732 4.562  -0.04
8 C 0.550 1.459 4.609  -0.05
9 C 0.096 0.843 3.444  0.00
10 H -3.662 0.427 1.676  0.11
11 H -2.833 1.962 2.101  0.11
12 H -3.138 1.544 0.375  0.10
13 H -0.676 1.870 0.290  0.16
14 H 0.844 3.294 1.194  0.13
15 H 1.715 4.380 3.280  0.12
16 H 1.485 3.209 5.478  0.12
17 H 0.435 0.940 5.562  0.12
18 H -0.392 -0.133 3.466  0.13
19 C 3.268 -1.136 -0.565  -0.17
20 C 2.743 -2.440 -1.155  -0.18
21 C 1.408 -2.274 -1.883  -0.10
22 C 0.512 -1.179 -1.319  -0.16
23 N -0.656 -1.049 -2.018  -0.08
24 C -1.030 -1.911 -3.117  -0.15
25 C -2.411 -1.426 -3.584  -0.14
26 C -2.705 -0.135 -2.818  -0.14
27 C -1.616 -0.022 -1.740  -0.15
28 C 0.856 -0.400 -0.251  0.01
29 C 2.212 -0.466 0.338  -0.17
30 H 4.182 -1.327 0.007  0.12
31 H 3.522 -0.452 -1.383  0.12
32 H 3.479 -2.854 -1.855  0.12
33 H 2.616 -3.176 -0.353  0.12
34 H 1.629 -2.067 -2.945  0.13
35 H 0.893 -3.249 -1.863  0.13
36 H -0.306 -1.850 -3.948  0.12
37 H -1.070 -2.970 -2.812  0.13
38 H -2.410 -1.260 -4.663  0.11
39 H -3.157 -2.191 -3.352  0.11
40 H -2.643 0.741 -3.470  0.11
41 H -3.692 -0.148 -2.350  0.11
42 H -2.076 -0.172 -0.755  0.11
43 H -1.161 0.984 -1.741  0.13
44 H 0.098 0.205 0.288  0.03
45 H 2.176 -1.037 1.282  0.13
46 H 2.569 0.538 0.611  0.12

Forces on atoms 1 to 2 (eV/Å):
C -0.150 0.178 -0.364
O 1.538 -0.233 -0.650

Results
Kohn-Sham gap = 6.367 eV
HOMO energy = -0.412 Eh
Energy above the lowest of the compared OMol25 structures with the same formula, charge and spin = 218.7 kJ/mol
Charge = +1
Calculated total energy = -831.0964 Ha
Lowest unoccupied orbital energy = -4.834 eV